Formula: C3H3N5O
Source: the Open Molecules 2025 dataset
Level of theory: ωB97M-V with the def2-TZVPD basis set

## Properties
relative energy (zero: lowest compared OMol25 entry of this formula, charge and spin)	5.866	eV
frontier orbital gap	8.20	eV

Atoms and positions in Å:
C (-1.38985, -0.40945, -0.09147)
C (0.90922, -0.41756, 0.28444)
C (-0.16833, 0.46127, -0.11406)
H (-2.68816, 0.96116, 0.80088)
H (-3.23021, -0.48555, 0.50849)
H (0.29299, 2.21810, -1.31210)
N (-2.75311, 0.08117, -0.26656)
N (0.61275, -1.55493, 0.66966)
N (2.07000, 0.32935, 0.27182)
N (1.81103, 1.38684, -0.39410)
N (0.58297, 1.51145, -0.83729)
O (-0.84329, -1.59706, 0.42806)

These are the Mulliken partial charges, in e, on atoms 1 to 5: number 1, C, carries -0.01; number 2, C, carries 0.57; number 3, C, carries 0.38; number 4, H, carries 0.36; number 5, H, carries 0.34

***

Formula: C7H12O2
Source: the Open Molecules 2025 dataset
Level of theory: ωB97M-V with the def2-TZVPD basis set

## Properties
relative energy (zero: lowest compared OMol25 entry of this formula, charge and spin)	2.764	eV
frontier orbital gap	8.35	eV

Atoms and positions in Å:
C (0.10510, 1.19491, 1.12615)
C (0.93735, -1.89006, 0.66788)
C (-1.88936, -0.24209, 0.94335)
C (0.16123, 0.96747, -2.10029)
C (1.04703, -0.51405, 0.07895)
C (-0.73894, 0.46725, 0.27583)
C (-0.40385, 0.05038, -1.05295)
O (1.01242, 2.13098, 0.74574)
O (2.09509, 0.00497, -0.28202)
H (1.70471, 1.66997, 0.21037)
H (-0.14430, 1.24780, 2.18092)
H (-1.00856, -0.77149, -1.42571)
H (1.44995, -1.89190, 1.63229)
H (1.44899, -2.59304, 0.00682)
H (-0.08384, -2.22928, 0.81477)
H (-2.32715, -1.02791, 0.32610)
H (-2.68530, 0.48819, 1.11756)
H (-1.61489, -0.67939, 1.90510)
H (0.04090, 2.01780, -1.83427)
H (1.23058, 0.80449, -2.27923)
H (-0.33715, 0.79499, -3.05734)

These are the Mulliken partial charges, in e, on atoms 1 to 5: number 1, C, carries -0.51; number 2, C, carries -1.30; number 3, C, carries -1.72; number 4, C, carries -1.44; number 5, C, carries 0.83

***

Formula: C51H43CdN5Se2
Source: the Open Molecules 2025 dataset
Level of theory: ωB97M-V with the def2-TZVPD basis set

## Properties
relative energy (zero: lowest compared OMol25 entry of this formula, charge and spin)	4.317	eV
frontier orbital gap	5.57	eV

Atoms and positions in Å:
Cd (0.15177, -0.41664, -1.41257)
C (2.45896, 3.52074, 6.50600)
C (3.28875, 3.32822, 5.41152)
C (2.83693, 2.63070, 4.30079)
C (1.54390, 2.11619, 4.27032)
C (0.71271, 2.32185, 5.37058)
C (1.16673, 3.01722, 6.48066)
C (1.00100, 1.35032, 3.12203)
C (0.02298, 1.95207, 2.28616)
C (-0.69541, 3.14088, 2.40484)
C (-1.09125, 3.51183, 1.13027)
C (-0.63923, 2.55016, 0.21353)
N (0.04591, 1.60597, 0.91728)
C (-0.94222, 2.67145, -1.23477)
C (-1.68561, 1.71561, -1.87638)
C (-2.22625, 1.66842, -3.25206)
C (-2.85250, 0.48573, -3.39038)
C (-2.67337, -0.26486, -2.12952)
C (-2.96528, -1.58713, -1.85458)
C (-3.85580, -2.41470, -2.67850)
C (-4.96770, -1.88639, -3.34486)
C (-5.77570, -2.68665, -4.13709)
C (-5.51545, -4.04411, -4.26469)
C (-4.44096, -4.59363, -3.57837)
C (-3.62619, -3.79101, -2.79699)
C (-2.38864, -2.14659, -0.61895)
N (-1.16813, -1.79625, -0.24004)
C (-1.00649, -2.12851, 1.08129)
C (-0.10404, -1.47727, 1.93130)
C (-0.12492, -1.94285, 3.35269)
C (0.33264, -3.21389, 3.66834)
C (0.27556, -3.67223, 4.97964)
C (-0.26099, -2.86965, 5.97242)
C (-0.74821, -1.60672, 5.65280)
C (-0.67771, -1.14490, 4.35109)
C (0.86283, 0.43388, 0.48487)
C (2.36942, 0.73400, 0.61748)
C (2.81140, 0.49590, 1.85329)
C (1.57295, 0.16740, 2.66051)
N (0.71258, -0.46123, 1.64979)
C (-2.17145, -2.85010, 1.50455)
C (-3.03315, -2.86827, 0.43699)
N (-1.96959, 0.53085, -1.26366)
C (-0.54293, 3.94653, -1.85583)
C (-1.37981, 4.68023, -2.70055)
C (-0.94062, 5.85094, -3.30236)
C (0.33713, 6.33219, -3.05868)
C (1.17076, 5.63327, -2.19403)
C (0.73546, 4.46046, -1.60194)
H (2.81562, 4.06444, 7.37099)
H (4.29404, 3.72994, 5.41700)
H (3.48595, 2.51396, 3.44401)
H (-0.29572, 1.92594, 5.35483)
H (0.50844, 3.16386, 7.32739)
H (-0.88435, 3.66643, 3.32721)
H (-1.68113, 4.36952, 0.85052)
H (-2.12400, 2.43429, -4.00540)
H (-3.33779, 0.11551, -4.28023)
H (-5.21722, -0.84223, -3.20827)
H (-6.62998, -2.25029, -4.63988)
H (-6.15348, -4.66940, -4.87555)
H (-4.23548, -5.65448, -3.65276)
H (-2.79369, -4.23199, -2.26130)
H (0.72455, -3.84810, 2.88391)
H (0.64129, -4.66222, 5.22043)
H (-0.31038, -3.22874, 6.99226)
H (-1.18461, -0.98250, 6.42205)
H (-1.06659, -0.16820, 4.09123)
H (2.96644, 1.04971, -0.22732)
H (3.81540, 0.62117, 2.23221)
H (-2.35727, -3.22933, 2.49702)
H (-4.03253, -3.27350, 0.40988)
H (-2.39617, 4.34388, -2.85970)
H (-1.61061, 6.40158, -3.95119)
H (0.67471, 7.24944, -3.52333)
H (2.16550, 6.00553, -1.98134)
H (1.38987, 3.92230, -0.92382)
C (0.22861, -3.62779, -3.01579)
Se (-0.21088, -1.86912, -3.71008)
C (1.48478, -1.45018, -4.58159)
C (1.44844, -0.00373, -5.05023)
Se (1.38974, 1.33284, -3.62393)
C (3.26821, 1.22852, -3.13245)
H (1.25588, -3.61743, -2.66303)
H (0.07793, -4.37658, -3.78823)
H (-0.44143, -3.80444, -2.17707)
H (1.60521, -2.12026, -5.43302)
H (2.28460, -1.63029, -3.86492)
H (0.56188, 0.18767, -5.65659)
H (2.32098, 0.22533, -5.66219)
H (3.88161, 1.40480, -4.01352)
H (3.49985, 0.26460, -2.68536)
H (3.44477, 2.02433, -2.41158)
C (3.39961, -2.99324, 1.84095)
C (4.18223, -2.47419, 0.63414)
C (3.30950, -2.16995, -0.49797)
N (2.62738, -1.93067, -1.39032)
H (4.08962, -3.23535, 2.64791)
H (2.84210, -3.89229, 1.58076)
H (2.70342, -2.23814, 2.20208)
H (4.91881, -3.20461, 0.29458)
H (4.71553, -1.55578, 0.88234)

These are the Mulliken partial charges, in e, on atoms 1 to 5: number 1, Cd, carries 1.67; number 2, C, carries -0.41; number 3, C, carries -0.92; number 4, C, carries -0.05; number 5, C, carries -0.97

***

Formula: C36H33BF5GdN10O4P
Source: the Open Molecules 2025 dataset
Level of theory: ωB97M-V with the def2-TZVPD basis set

## Properties
relative energy (zero: lowest compared OMol25 entry of this formula, charge and spin)	0.566	eV
spin multiplicity	8
frontier orbital gap (alpha / beta)	5.99 / 6.59	eV
total charge	+1

Atoms and positions in Å:
Gd (0.17199, -0.13413, 0.55826)
C (0.58204, 0.27405, 5.23697)
C (-0.17111, 0.08959, 4.07507)
N (0.62016, 0.01332, 3.00664)
N (1.88749, 0.15756, 3.45545)
C (1.88847, 0.30238, 4.79079)
B (3.11797, -0.17145, 2.56507)
N (3.22436, 0.80012, 1.36405)
C (4.15907, 1.74702, 1.20796)
C (3.92540, 2.40882, 0.01594)
C (2.80185, 1.77900, -0.51010)
N (2.38660, 0.80075, 0.29864)
N (2.92433, -1.61828, 2.07875)
C (3.68170, -2.69012, 2.36635)
C (3.01289, -3.82145, 1.94585)
C (1.82632, -3.33110, 1.39829)
N (1.77520, -2.00371, 1.48164)
H (0.22861, 0.36001, 6.25050)
H (-1.23912, -0.01183, 3.97030)
H (2.81423, 0.40477, 5.33475)
H (4.11416, -0.07739, 3.22408)
H (4.92917, 1.88569, 1.95003)
H (4.49114, 3.21926, -0.41103)
H (2.26605, 1.99757, -1.41869)
H (4.63012, -2.57775, 2.86657)
H (3.33078, -4.84714, 2.02791)
H (1.01494, -3.88289, 0.94844)
O (-1.41932, 1.04644, -7.26430)
N (-1.98539, 1.83524, -6.49711)
O (-2.74104, 2.70962, -6.93936)
C (-1.86232, 1.70340, -5.10310)
C (-2.87995, 2.20791, -4.33257)
C (-2.84719, 2.09677, -2.93086)
C (-3.89092, 2.61079, -2.12958)
C (-3.80377, 2.47841, -0.77400)
C (-2.71053, 1.79817, -0.22895)
N (-1.71806, 1.27066, -0.95431)
C (-1.76297, 1.45655, -2.28572)
C (-0.63395, 1.01991, -3.09639)
N (0.44816, 0.55992, -2.44299)
C (1.50627, 0.21500, -3.15663)
C (1.55166, 0.26614, -4.54451)
C (0.44786, 0.70802, -5.22752)
C (-0.68663, 1.12102, -4.50511)
H (-3.72333, 2.68427, -4.81043)
H (-4.73338, 3.10299, -2.59946)
H (-4.57093, 2.86457, -0.11503)
H (-2.65654, 1.65240, 0.83487)
H (2.38174, -0.10511, -2.60507)
H (2.44849, -0.03739, -5.06771)
H (0.44436, 0.74888, -6.30357)
C (-1.80902, 3.18112, 2.94388)
P (-0.24387, 3.36326, 2.07361)
C (-0.36055, 4.90680, 1.16944)
C (1.02887, 3.59750, 3.31114)
O (0.08225, 2.22576, 1.14351)
H (-1.79068, 3.74511, 3.87764)
H (-1.97783, 2.12638, 3.15541)
H (-2.62250, 3.55378, 2.32080)
H (-0.67296, 5.71571, 1.83160)
H (-1.08760, 4.79027, 0.36483)
H (0.61257, 5.14417, 0.73870)
H (0.86839, 4.52769, 3.85852)
H (1.99303, 3.63296, 2.80050)
H (1.02053, 2.75852, 4.00861)
C (1.97397, -5.43311, -3.47303)
C (1.52293, -4.23351, -2.69331)
C (2.44614, -3.36108, -2.11763)
C (2.00405, -2.28310, -1.38331)
N (0.70584, -1.99944, -1.20178)
C (-0.17744, -2.82745, -1.76112)
C (0.17897, -3.93869, -2.50174)
H (2.61929, -6.06187, -2.85745)
H (2.55536, -5.12631, -4.34402)
H (1.13168, -6.03148, -3.81538)
H (3.51056, -3.53126, -2.22611)
H (2.71502, -1.61658, -0.91033)
H (-1.22560, -2.58402, -1.62266)
H (-0.59163, -4.56912, -2.92651)
F (-5.28376, -4.33775, 2.27695)
C (-4.47061, -3.31650, 2.11237)
C (-3.17154, -3.52812, 1.64563)
F (-2.75100, -4.75024, 1.35999)
C (-2.35559, -2.44308, 1.48679)
F (-1.10673, -2.57556, 1.01819)
C (-2.74194, -1.11701, 1.76873)
O (-1.90942, -0.15727, 1.59445)
C (-4.06746, -0.94709, 2.23053)
F (-4.49816, 0.27701, 2.50430)
C (-4.90805, -2.02364, 2.40092)
F (-6.14258, -1.83998, 2.83828)

These are the Mulliken partial charges, in e, on atoms 1 to 5: number 1, Gd, carries 0.34; number 2, C, carries -1.43; number 3, C, carries -0.47; number 4, N, carries 1.06; number 5, N, carries -0.13

***

Formula: C6H12N
Source: the Open Molecules 2025 dataset
Level of theory: ωB97M-V with the def2-TZVPD basis set

## Properties
relative energy (zero: lowest compared OMol25 entry of this formula, charge and spin)	3.574	eV
frontier orbital gap	7.05	eV
total charge	+1

Atoms and positions in Å:
C (-1.37915, 0.24118, 0.96588)
C (0.11084, 0.75728, 0.47148)
C (0.65244, 0.00812, -0.61778)
C (1.87004, 0.59768, -1.30325)
C (0.89801, -1.97935, 0.34662)
C (0.35866, -1.39768, -0.78046)
N (-2.25167, 1.37739, 0.74858)
H (-1.28012, 0.00086, 2.02325)
H (-1.59036, -0.59967, 0.31627)
H (0.60591, 0.86902, 1.44017)
H (0.09168, 1.79857, 0.12131)
H (2.14037, 0.10413, -2.24192)
H (2.61303, 0.65802, -0.49933)
H (1.54292, -1.45548, 1.04644)
H (0.93414, -3.05568, 0.49541)
H (0.04408, -1.96991, -1.64153)
H (-2.40241, 1.69122, -0.19912)
H (1.62403, 1.63578, -1.57804)
H (-3.14017, 1.09393, 1.14988)

These are the Mulliken partial charges, in e, on atoms 1 to 5: number 1, C, carries -0.35; number 2, C, carries -0.80; number 3, C, carries 0.84; number 4, C, carries -1.14; number 5, C, carries -0.55

***

> What is the relative energy (zero: lowest compared OMol25 entry of this formula, charge and spin) in the second record?

2.764 eV